Entry 1:
Density functional theory data (ωB97M-V/def2-TZVPD) for a gas-phase ion, CH3O2S2 (charge -1) at a distorted geometry.

Positions of all 8 atoms, in Å:
C: 0.131 0.409 -0.864
S: 0.003 -0.355 0.825
O: -0.727 0.680 1.508
O: 1.405 -0.474 1.219
S: -1.043 -1.982 0.490
H: 0.832 1.183 -0.984
H: 0.177 -0.385 -1.632
H: -0.777 0.923 -0.561

The multiplicity is 1. For the energy relative to the best compared isomer or geometry (same formula, charge and spin), the calculation gives 20.9 kcal per mole. As for the net charge: -1. As for the structure (SMILES): CS(=O)(=O)[S-]. The value obtained for the HOMO energy is -4.080 eV.

=====

Entry 2:
Density functional theory data (ωB97M-V/def2-TZVPD) for 2 unconnected molecules or ions with the total composition C3H11NO at a distorted geometry.

Positions of all 16 atoms, in Å:
C: -2.239 0.237 -0.009
C: -0.912 0.685 -0.580
O: -0.067 -0.410 -0.669
C: 1.002 -0.447 -1.567
H: -2.826 1.109 0.277
H: -2.143 -0.416 0.860
H: -2.822 -0.296 -0.767
H: -1.110 1.105 -1.573
H: -0.554 1.511 0.050
H: 1.516 -1.398 -1.481
H: 0.643 -0.387 -2.570
H: 1.702 0.367 -1.356
N: 2.053 -0.380 2.662
H: 1.049 -0.263 2.528
H: 2.522 0.252 2.017
H: 2.185 -1.269 2.178

The multiplicity is 1. For the energy relative to the best compared isomer or geometry (same formula, charge and spin), the calculation gives 23.6 kcal per mole. As for the structure (SMILES): CCOC.N. The value obtained for the HOMO energy is -9.883 eV.

=====

Entry 3:
Density functional theory data (ωB97M-V/def2-TZVPD) for a molecular structure, C6H12N2 at a distorted geometry.

Positions of all 20 atoms, in Å:
C: -1.722 1.202 0.998
C: -1.461 -0.070 -1.164
C: 0.827 -1.896 0.227
C: 1.265 0.631 -0.097
C: -0.757 0.615 -0.009
N: 2.572 0.702 -0.465
C: 0.562 -0.455 0.596
N: 0.323 1.493 -0.369
H: 2.844 1.495 -1.024
H: 3.216 0.004 -0.134
H: 0.473 -0.304 1.671
H: -1.185 1.615 1.850
H: -2.434 0.452 1.339
H: -2.279 2.017 0.531
H: -0.743 -0.430 -1.898
H: -2.125 0.649 -1.649
H: -2.066 -0.905 -0.813
H: 0.929 -2.017 -0.851
H: 1.747 -2.262 0.692
H: 0.013 -2.535 0.571

The multiplicity is 1. For the energy relative to the best compared isomer or geometry (same formula, charge and spin), the calculation gives 21.9 kcal per mole. The value obtained for the HOMO energy is -8.542 eV.